Entry 1:
Here is the molecule C20H24N4O2 from the Open Molecules 2025 dataset. Energies are from wB97M-V/def2-TZVPD.

Each line ends with the Löwdin charge.
Cartesian coordinates (Å):
C: 0.71 -5.84 -0.19  -0.114
C: 1.45 -5.41 1.07  -0.265
C: 2.26 -4.13 0.88  -0.222
C: 3.44 -4.31 -0.07  -0.210
C: 4.40 -3.12 -0.08  -0.198
C: 3.77 -1.84 -0.62  -0.106
C: 2.93 -1.14 0.44  -0.483
O: 3.29 -1.02 1.58  0.079
N: 1.74 -0.65 -0.05  0.128
C: 0.73 0.04 0.62  -0.211
C: 0.80 0.34 1.98  0.009
C: -0.24 1.03 2.58  0.002
C: -1.35 1.44 1.84  -0.146
C: -2.42 2.16 2.57  -0.418
O: -2.66 2.00 3.74  0.076
N: -3.16 3.09 1.87  0.054
N: -2.92 3.47 0.62  0.038
C: -3.63 4.38 0.07  -0.096
C: -3.39 4.78 -1.29  -0.193
C: -4.19 5.74 -1.91  -0.031
C: -3.93 6.09 -3.22  -0.062
C: -2.88 5.47 -3.88  -0.150
N: -2.10 4.56 -3.30  0.063
C: -2.35 4.23 -2.05  -0.093
C: -1.43 1.11 0.49  -0.036
C: -0.39 0.41 -0.11  -0.016
H: 0.07 -5.04 -0.55  0.072
H: 0.09 -6.71 0.02  0.067
H: 1.41 -6.11 -0.97  0.063
H: 0.72 -5.23 1.87  0.104
H: 2.11 -6.21 1.40  0.105
H: 2.65 -3.80 1.85  0.118
H: 1.60 -3.34 0.51  0.104
H: 4.00 -5.20 0.23  0.116
H: 3.08 -4.48 -1.09  0.107
H: 4.75 -2.92 0.94  0.113
H: 5.27 -3.37 -0.69  0.110
H: 3.18 -2.06 -1.52  0.113
H: 4.56 -1.14 -0.90  0.126
H: 1.55 -0.80 -1.03  0.139
H: 1.66 0.04 2.56  0.102
H: -0.20 1.27 3.63  0.122
H: -3.89 3.56 2.42  0.163
H: -4.45 4.87 0.61  0.127
H: -5.01 6.20 -1.37  0.111
H: -4.53 6.83 -3.73  0.101
H: -2.64 5.71 -4.90  0.103
H: -1.69 3.50 -1.61  0.106
H: -2.29 1.37 -0.09  0.100
H: -0.46 0.16 -1.16  0.111

Net charge: 0
Structure (SMILES): CCCCCCC(=O)Nc1ccc(C(=O)N/N=C/c2cccnc2)cc1
Relative energy (zero: lowest compared OMol25 entry of this formula, charge and spin), eV: 2.048
E, eV: -31185.19947
HOMO, Ha: -0.316
Frontier orbital gap, eV: 8.644
Multiplicity: 1



Entry 2:
Here is C20H24N4O2PtS5 as an isolated structure from the Open Molecules 2025 dataset. Energies are from wB97M-V/def2-TZVPD.

Each line ends with the Löwdin charge.
Cartesian coordinates (Å):
Pt: 0.53 0.19 1.02  0.751
N: -1.11 3.13 3.72  0.139
C: -0.52 2.13 3.07  -0.740
S: -0.89 1.99 1.35  0.673
N: 0.29 1.35 3.74  0.044
N: 0.81 0.35 3.00  -0.261
C: 1.56 -0.55 3.54  -0.023
C: 2.03 -1.63 2.68  -0.242
C: 2.73 -2.72 3.17  0.040
C: 3.07 -3.75 2.31  0.015
C: 2.68 -3.67 0.98  0.008
C: 1.99 -2.55 0.55  -0.111
N: 1.69 -1.55 1.37  -0.098
H: -1.77 3.74 3.26  0.115
H: -0.99 3.21 4.72  0.135
H: 1.77 -0.51 4.60  0.160
H: 2.99 -2.76 4.22  0.139
H: 3.61 -4.61 2.67  0.136
H: 2.90 -4.47 0.28  0.132
H: 1.65 -2.46 -0.48  0.102
C: 1.43 3.73 -0.69  -0.513
C: 2.69 3.07 -0.16  -0.434
S: 2.67 1.37 0.51  0.891
C: 3.14 0.34 -0.90  -0.478
C: 2.07 0.16 -1.95  -0.437
S: 0.41 -0.23 -1.29  0.853
C: -0.65 0.87 -2.28  -0.422
C: -0.66 2.37 -2.07  -0.500
S: 0.89 3.28 -2.36  0.939
H: 1.64 4.80 -0.73  0.089
H: 0.60 3.60 0.00  0.008
H: 3.08 3.65 0.68  0.090
H: 3.48 3.05 -0.91  0.093
H: 3.44 -0.61 -0.45  0.064
H: 4.03 0.78 -1.35  0.109
H: 2.33 -0.67 -2.61  0.105
H: 1.97 1.06 -2.55  0.029
H: -1.65 0.46 -2.12  0.074
H: -0.36 0.61 -3.30  0.109
H: -1.05 2.64 -1.09  0.011
H: -1.37 2.77 -2.80  0.094
O: -5.89 -1.34 -3.42  0.151
C: -4.61 -1.70 -3.39  -0.479
O: -4.04 -2.09 -4.37  0.153
C: -3.87 -1.57 -2.08  -0.118
C: -2.81 -2.44 -1.86  0.008
C: -2.04 -2.33 -0.72  -0.118
C: -2.31 -1.31 0.20  -0.668
S: -1.34 -1.14 1.66  0.708
C: -3.39 -0.45 0.00  -0.101
C: -4.18 -0.59 -1.14  -0.010
H: -6.26 -1.21 -2.54  0.116
H: -2.60 -3.20 -2.61  0.136
H: -1.23 -3.02 -0.53  0.105
H: -3.61 0.32 0.73  0.103
H: -5.00 0.09 -1.29  0.129

Net charge: +2
Relative energy (zero: lowest compared OMol25 entry of this formula, charge and spin), eV: 0.000
E, eV: -88594.89323
HOMO, Ha: -0.530
Frontier orbital gap, eV: 7.090
Multiplicity: 1



Entry 3:
Here is the molecule C20H24N4O4S2 from the Open Molecules 2025 dataset. Energies are from wB97M-V/def2-TZVPD.

Each line ends with the Löwdin charge.
Cartesian coordinates (Å):
C: 1.90 -1.34 7.38  -0.062
C: 1.67 -2.41 6.33  -0.220
O: 1.21 -1.85 5.10  -0.014
C: 2.17 -1.34 4.29  -0.539
O: 3.35 -1.41 4.52  0.092
N: 1.64 -0.73 3.20  -0.036
C: 0.25 -0.77 2.83  -0.110
C: 0.07 -1.64 1.58  -0.130
N: 0.93 -1.15 0.53  -0.054
C: 0.55 -0.56 -0.63  -0.522
O: 1.36 -0.09 -1.41  0.047
C: -0.93 -0.49 -0.94  -0.349
S: -1.77 0.72 0.14  0.926
C: -0.66 2.16 -0.13  -0.349
C: -1.48 3.41 0.02  -0.534
O: -1.44 4.13 0.98  0.089
N: -2.33 3.71 -1.02  0.098
C: -2.49 3.12 -2.24  -0.597
N: -1.80 2.17 -2.74  0.093
C: -2.21 1.81 -3.99  -0.327
C: -1.52 0.74 -4.71  -0.175
C: -2.15 0.03 -5.73  -0.034
C: -1.48 -0.98 -6.38  -0.085
C: -0.18 -1.30 -6.03  -0.088
C: 0.45 -0.60 -5.02  -0.069
C: -0.21 0.42 -4.36  -0.041
C: -3.27 2.54 -4.46  -0.354
S: -3.78 3.71 -3.30  1.053
C: 2.33 -1.13 0.90  -0.098
C: 2.52 -0.27 2.15  -0.099
H: 1.00 -0.75 7.53  0.077
H: 2.70 -0.68 7.06  0.075
H: 2.19 -1.80 8.32  0.077
H: 0.87 -3.10 6.63  0.122
H: 2.59 -2.97 6.14  0.121
H: -0.34 -1.17 3.66  0.128
H: -0.09 0.25 2.62  0.115
H: -0.98 -1.63 1.28  0.091
H: 0.36 -2.67 1.81  0.137
H: -1.06 -0.16 -1.97  0.052
H: -1.44 -1.44 -0.80  0.085
H: -0.25 2.06 -1.13  0.072
H: 0.12 2.15 0.63  0.085
H: -2.92 4.52 -0.85  0.148
H: -3.17 0.26 -5.99  0.107
H: -1.97 -1.53 -7.17  0.102
H: 0.34 -2.10 -6.54  0.100
H: 1.46 -0.84 -4.73  0.107
H: 0.29 0.97 -3.58  0.100
H: -3.77 2.48 -5.40  0.067
H: 2.90 -0.74 0.06  0.123
H: 2.65 -2.16 1.12  0.137
H: 3.54 -0.33 2.51  0.127
H: 2.27 0.78 1.92  0.133

Net charge: 0
Structure (SMILES): CCOC(=O)N1CCN(C(=O)CSCC(=O)Nc2nc(-c3ccccc3)cs2)CC1
Relative energy (zero: lowest compared OMol25 entry of this formula, charge and spin), eV: 0.000
E, eV: -56952.34535
HOMO, Ha: -0.304
Frontier orbital gap, eV: 8.766
Multiplicity: 1



Entry 4:
Here is the molecule C20H24N4O5S2 from the Open Molecules 2025 dataset. Energies are from wB97M-V/def2-TZVPD.

Each line ends with the Löwdin charge.
Cartesian coordinates (Å):
C: -4.18 -2.91 -0.07  -0.056
C: -5.14 -1.95 -0.75  -0.240
O: -5.39 -0.79 0.02  -0.048
C: -4.42 0.14 0.17  -0.266
C: -4.68 1.13 1.14  0.005
C: -3.78 2.12 1.41  -0.005
C: -2.57 2.16 0.71  -0.322
N: -1.54 3.03 0.92  0.121
C: -0.54 2.78 0.16  -0.575
N: 0.60 3.54 0.19  0.132
C: 1.93 3.22 0.05  -0.438
O: 2.77 4.08 0.19  0.101
C: 2.27 1.78 -0.27  -0.250
C: 2.67 1.67 -1.75  -0.138
C: 3.04 0.22 -2.06  -0.152
C: 4.16 -0.24 -1.13  -0.176
N: 3.84 -0.03 0.26  -0.226
S: 3.17 -1.27 1.11  0.687
O: 3.19 -0.90 2.49  -0.266
O: 3.83 -2.47 0.70  -0.278
C: 1.45 -1.47 0.66  -0.153
C: 0.30 -0.94 1.30  -0.323
C: 0.24 -0.01 2.45  0.008
N: -0.78 -1.42 0.74  0.116
O: -0.39 -2.26 -0.25  0.024
C: 0.95 -2.31 -0.30  -0.283
C: 1.60 -3.21 -1.27  0.017
C: 3.45 1.31 0.60  -0.132
S: -0.78 1.45 -1.00  1.115
C: -2.34 1.19 -0.29  -0.456
C: -3.24 0.18 -0.57  -0.040
H: -3.21 -2.44 0.09  0.044
H: -4.58 -3.21 0.90  0.082
H: -4.05 -3.80 -0.69  0.079
H: -4.78 -1.68 -1.75  0.115
H: -6.13 -2.42 -0.86  0.123
H: -5.61 1.07 1.67  0.118
H: -3.97 2.87 2.17  0.115
H: 0.45 4.48 0.55  0.165
H: 1.42 1.13 -0.08  0.059
H: 1.84 1.98 -2.39  0.109
H: 3.52 2.33 -1.94  0.131
H: 2.16 -0.41 -1.93  0.095
H: 3.37 0.13 -3.10  0.120
H: 4.37 -1.31 -1.24  0.113
H: 5.08 0.31 -1.35  0.136
H: 0.30 1.03 2.11  0.075
H: -0.70 -0.13 2.98  0.096
H: 1.09 -0.20 3.11  0.075
H: 1.04 -4.14 -1.35  0.097
H: 1.63 -2.76 -2.27  0.092
H: 2.62 -3.41 -0.94  0.075
H: 3.18 1.31 1.66  0.128
H: 4.30 1.98 0.45  0.143
H: -3.01 -0.54 -1.33  0.109

Net charge: 0
Structure (SMILES): CCOc1ccc2nc(NC(=O)[C@H]3CCCN(S(=O)(=O)c4c(C)noc4C)C3)sc2c1
Relative energy (zero: lowest compared OMol25 entry of this formula, charge and spin), eV: 0.166
E, eV: -58997.54488
HOMO, Ha: -0.298
Frontier orbital gap, eV: 8.466
Multiplicity: 1



Entry 5:
Here is C20H24N5PdSSb as an isolated structure from the Open Molecules 2025 dataset. Energies are from wB97M-V/def2-TZVPD.

Each line ends with the Löwdin charge.
Cartesian coordinates (Å):
Pd: -0.84 -0.37 0.01  0.431
C: 0.37 -2.69 -4.39  -0.044
C: 0.04 -1.36 -3.80  -0.355
C: 0.04 -0.21 -4.58  -0.057
C: -0.24 1.01 -3.98  -0.091
C: -0.55 1.06 -2.63  -0.147
C: -0.54 -0.15 -1.92  -0.393
N: -0.23 -1.30 -2.50  0.076
Sb: 0.86 1.39 0.68  1.200
C: 1.97 -0.46 0.93  -0.521
C: 3.22 -0.58 1.51  -0.123
C: 3.78 -1.85 1.61  -0.076
C: 3.08 -2.94 1.12  -0.031
C: 1.84 -2.73 0.53  -0.333
C: 1.00 -3.79 -0.11  -0.034
N: 1.32 -1.51 0.44  0.017
C: -0.80 0.70 1.90  -0.669
C: -1.91 1.53 2.07  -0.153
C: -2.98 1.04 2.80  -0.081
C: -2.90 -0.26 3.31  -0.057
C: -1.78 -1.03 3.06  -0.409
C: -1.70 -2.44 3.55  -0.051
N: -0.74 -0.56 2.35  0.008
H: 0.22 -2.68 -5.47  0.069
H: -0.24 -3.48 -3.95  0.069
H: 1.41 -2.94 -4.20  0.079
H: 0.28 -0.27 -5.63  0.100
H: -0.22 1.93 -4.56  0.101
H: -0.78 1.99 -2.14  0.066
H: 3.74 0.30 1.87  0.086
H: 4.75 -1.98 2.07  0.102
H: 3.48 -3.94 1.18  0.103
H: 1.51 -4.74 -0.19  0.072
H: 0.71 -3.41 -1.09  0.058
H: 0.08 -3.91 0.47  0.060
H: -1.91 2.52 1.64  0.091
H: -3.86 1.64 2.95  0.103
H: -3.71 -0.67 3.89  0.105
H: -2.41 -2.60 4.36  0.074
H: -0.69 -2.68 3.90  0.080
H: -1.92 -3.13 2.74  0.037
C: -4.86 -4.32 -2.14  -0.076
N: -3.76 -3.74 -1.41  -0.066
C: -3.62 -2.45 -1.05  -0.852
N: -4.38 -1.51 -1.64  0.124
S: -2.58 -2.12 0.21  0.743
H: -4.67 -5.38 -2.27  0.088
H: -4.96 -3.86 -3.13  0.082
H: -5.81 -4.19 -1.60  0.092
H: -3.19 -4.36 -0.85  0.110
H: -4.87 -1.71 -2.49  0.096
H: -4.09 -0.55 -1.49  0.100

Net charge: 0
E, eV: -49431.65250
HOMO, Ha: -0.231
Frontier orbital gap, eV: 6.556
Multiplicity: 1



Entry 6:
Here is a 2-piece molecular cluster, C20H24NO2 overall from the Open Molecules 2025 dataset. Energies are from wB97M-V/def2-TZVPD.

Each line ends with the Löwdin charge.
Cartesian coordinates (Å):
C: -1.24 3.74 4.12  -0.041
C: -1.10 2.22 4.25  -0.649
C: 0.17 1.94 5.05  -0.042
C: -2.29 1.71 5.07  -0.041
N: -1.05 1.60 2.96  0.046
C: -0.97 1.14 1.87  0.147
H: -2.18 4.01 3.63  0.091
H: -1.23 4.16 5.13  0.093
H: -0.40 4.17 3.55  0.091
H: 0.29 0.86 5.22  0.091
H: 1.05 2.33 4.53  0.091
H: 0.08 2.44 6.02  0.093
H: -2.23 0.63 5.21  0.091
H: -2.25 2.19 6.05  0.093
H: -3.24 1.97 4.59  0.091
C: 1.94 2.73 -5.93  -0.035
O: 0.97 3.15 -4.94  -0.044
C: 0.53 2.24 -4.05  -0.215
C: -0.23 2.72 -2.95  0.028
C: -0.49 1.90 -1.89  0.018
C: -0.09 0.52 -1.89  -0.183
C: -0.30 -0.24 -0.74  0.061
C: -0.07 -1.62 -0.57  -0.195
C: -0.96 -2.35 0.27  0.003
C: -0.89 -3.71 0.39  0.025
C: 0.17 -4.42 -0.25  -0.227
O: 0.22 -5.75 -0.03  -0.056
C: 1.29 -6.51 -0.65  -0.040
C: 1.10 -3.72 -1.05  0.009
C: 1.00 -2.35 -1.18  -0.008
C: 0.47 0.01 -3.11  0.017
C: 0.80 0.85 -4.15  0.017
H: 2.11 3.63 -6.52  0.102
H: 2.88 2.41 -5.45  0.108
H: 1.54 1.93 -6.57  0.097
H: -0.54 3.76 -2.96  0.133
H: -1.00 2.28 -1.00  0.122
H: -0.73 0.29 0.12  0.000
H: -1.74 -1.79 0.79  0.125
H: -1.60 -4.27 0.98  0.131
H: 1.22 -7.50 -0.20  0.100
H: 1.13 -6.57 -1.73  0.105
H: 2.28 -6.07 -0.43  0.097
H: 1.91 -4.26 -1.54  0.114
H: 1.75 -1.81 -1.76  0.118
H: 0.64 -1.05 -3.22  0.112
H: 1.30 0.45 -5.04  0.117

Net charge: +1
Relative energy (zero: lowest compared OMol25 entry of this formula, charge and spin), eV: 3.310
E, eV: -26706.15640
HOMO, Ha: -0.418
Frontier orbital gap, eV: 6.686
Multiplicity: 1



Question: Which of these has the highest HOMO?
Answer: C20H24N5PdSSb



Question: Number 1 is which compound?
Answer: C20H24N4O2



Question: Among the records above, which one has the highest E?
Answer: C20H24NO2